{
  "formula": "C2H7N3OP",
  "method": "ωB97M-V/def2-TZVPD",
  "symbols": ["C", "N", "N", "P", "N", "C", "O", "H", "H", "H", "H", "H", "H", "H"],
  "positions_angstrom": [[0.7244, 1.3519, 0.0407], [0.3257, -0.0315, -0.0507], [-1.1021, -0.2883, -0.0775], [-1.3651, -2.0937, -0.3291], [0.4464, -2.2472, 0.7935], [1.1204, -1.0372, 0.7210], [2.1985, -0.7777, 1.1101], [-0.0211, 1.8079, 0.6548], [1.5427, 1.4593, 0.6790], [0.9756, 1.5358, -1.0096], [-1.3926, -0.0332, 0.8776], [-1.3822, 0.3161, -0.8553], [-0.5950, -1.8128, -1.4519], [0.5928, -2.8889, 1.6215]],
  "forces_ev_per_a": [[-0.85, -1.08, -1.18], [1.52, -3.17, 0.82], [1.73, 0.44, 1.44], [3.63, -0.06, 2.31], [-2.96, 0.14, -1.07], [-2.58, -0.28, -1.14], [1.11, 0.39, 0.61], [-0.95, 1.48, -0.59], [1.86, -0.33, 0.62], [-0.36, 1.68, 0.58], [-1.04, 0.46, -0.60], [-0.97, -0.06, 0.41], [0.22, -0.69, -0.72], [-0.36, 1.06, -1.48]],
  "mulliken_charge": [-1.0042, -0.0582, -0.2982, 0.2878, -0.4273, 0.5066, -0.4494, 0.4213, 0.4002, 0.3135, 0.4074, 0.3978, 0.1973, 0.3055],
  "relative_energy_kcal_mol": 58.8,
  "charge": 1,
  "smiles": "CN1[NH2+]PNC1=O",
  "multiplicity": 1,
  "e_lumo_ev": -5.45
}



{
  "formula": "C2H7N3OS",
  "method": "ωB97M-V/def2-TZVPD",
  "symbols": ["C", "N", "C", "N", "S", "N", "O", "H", "H", "H", "H", "H", "H", "H"],
  "positions_angstrom": [[1.5562, -1.9863, -0.1953], [0.1785, -1.4380, -0.1323], [-0.4574, -0.2407, 0.1322], [0.0132, 0.9004, 0.2939], [1.4414, 1.2435, -0.5816], [-1.8754, -0.3967, 0.4024], [-2.5728, 0.7017, 0.6291], [2.0295, -1.9746, -1.2755], [2.4918, -1.2923, 0.3384], [1.5520, -3.0256, 0.2368], [-0.5625, -2.0771, -0.2021], [1.2467, 2.5327, -0.8254], [-2.0217, -1.1367, 1.1956], [-2.0225, 1.3656, 1.2352]],
  "forces_ev_per_a": [[3.07, 1.95, -0.39], [-0.03, 0.64, -0.09], [-0.44, -1.44, 1.19], [0.80, 2.45, -0.92], [0.62, -0.46, 0.35], [2.19, -4.51, 1.21], [0.12, 3.92, 1.93], [-1.46, -0.35, 1.83], [-3.32, -1.90, -0.86], [0.08, 1.23, -0.47], [-0.44, -1.68, -0.48], [-0.36, 0.33, 0.11], [0.32, 1.77, -1.69], [-1.17, -1.95, -1.73]],
  "mulliken_charge": [-0.7290, -0.2504, 0.5860, -0.4634, -0.2286, -0.2620, -0.4076, 0.2771, 0.2290, 0.2987, 0.2238, 0.1300, 0.2505, 0.3459],
  "relative_energy_kcal_mol": 70.6,
  "charge": 0,
  "smiles": "CN/C(=N\\S)NO",
  "multiplicity": 1,
  "e_lumo_ev": 0.72
}



{
  "formula": "C2H7N3P",
  "method": "ωB97M-V/def2-TZVPD",
  "symbols": ["N", "N", "C", "C", "P", "N", "H", "H", "H", "H", "H", "H", "H"],
  "positions_angstrom": [[1.6346, 1.3738, -0.0720], [0.5091, 0.6983, 0.0928], [0.5233, -0.7406, -0.1714], [-0.9421, -1.0990, -0.0323], [-2.0383, 0.3900, -0.1939], [-0.7702, 1.4790, -0.0284], [2.4100, 0.6406, -0.2670], [1.7235, 2.3399, 0.1350], [1.0001, -1.1861, 0.6263], [0.9786, -1.0205, -1.1564], [-1.3080, -1.8492, -0.7638], [-1.0101, -1.7915, 0.8573], [-2.7105, 0.7652, 0.9737]],
  "forces_ev_per_a": [[1.47, -4.27, -0.72], [-4.02, 4.44, -1.33], [-1.82, 0.75, -1.69], [-1.32, -3.22, 0.61], [0.48, -0.16, -0.64], [5.08, -2.47, 0.66], [-1.15, 2.71, 0.58], [-0.01, 0.78, 0.24], [1.65, -0.92, 1.48], [-0.35, 0.63, 0.74], [0.51, 0.75, -0.22], [-0.46, 1.40, -0.26], [-0.05, -0.41, 0.55]],
  "mulliken_charge": [-0.5133, 0.6472, -0.5553, -0.5694, 0.1591, -0.3855, 0.3187, 0.2805, 0.3485, 0.3794, 0.3865, 0.3702, 0.1335],
  "relative_energy_kcal_mol": 127.0,
  "charge": 1,
  "smiles": "NN1CC[PH]#[N+]1",
  "multiplicity": 1,
  "e_lumo_ev": [-5.77, -5.85]
}



{
  "formula": "C2H7N3S",
  "method": "ωB97M-V/def2-TZVPD",
  "symbols": ["C", "C", "H", "H", "H", "H", "H", "H", "H", "N", "N", "N", "S"],
  "positions_angstrom": [[2.2070, -0.3467, -0.1039], [-0.3868, 0.5074, -0.1081], [2.1653, 1.3239, 0.1951], [3.0666, -0.6778, -1.4948], [2.9332, -1.1776, 1.3824], [-0.1553, 2.5195, -0.0401], [-2.3101, 0.9604, 1.0116], [-2.3943, -1.4183, -1.0516], [-1.8849, -1.5049, 0.5363], [0.3283, 1.5265, -0.1199], [-1.7991, 0.2596, -0.0972], [-2.4401, -0.9512, -0.0910], [0.6700, -1.0206, -0.0188]],
  "forces_ev_per_a": [[5.11, 1.43, 0.58], [0.08, -2.32, 0.29], [-0.52, -4.57, -0.95], [-2.24, 0.79, 3.91], [-1.09, 1.75, -3.38], [0.92, -2.81, -0.36], [2.02, -2.39, -4.45], [-0.06, 1.13, 1.62], [-0.22, -1.24, 0.34], [-2.12, 4.57, 0.46], [-0.93, 5.76, 3.65], [0.98, -1.79, -1.29], [-1.94, -0.31, -0.43]],
  "mulliken_charge": [-0.7094, 0.4676, 0.3113, 0.1992, 0.1366, 0.2349, 0.3040, 0.2872, 0.2514, -0.5818, -0.3307, -0.4934, -0.0768],
  "relative_energy_kcal_mol": 257.2,
  "charge": 0,
  "multiplicity": 1,
  "e_lumo_ev": -0.06
}



{
  "formula": "C2H7N3S",
  "method": "ωB97M-V/def2-TZVPD",
  "symbols": ["C", "C", "H", "H", "H", "H", "H", "H", "H", "N", "N", "N", "S"],
  "positions_angstrom": [[-0.2580, 1.3641, 0.0126], [0.3276, -1.0860, -0.1156], [0.3820, 1.4898, 0.9500], [0.0293, 2.1134, -1.1810], [-1.5169, 1.7548, 0.4607], [-2.2659, -1.1705, -0.5760], [-1.8749, -0.6864, 1.0735], [-0.0749, -2.0603, -0.1014], [3.7954, -0.5032, -0.4037], [-0.6023, 0.0013, -0.3423], [-2.0072, -0.3354, 0.0978], [1.5285, -1.1018, 0.0957], [2.5372, 0.2203, 0.0298]],
  "forces_ev_per_a": [[-3.71, 2.89, -0.91], [-3.66, 1.95, -0.15], [-0.36, -0.03, -1.75], [-0.61, -2.26, 4.28], [4.17, -0.61, -1.62], [0.44, 2.00, 2.11], [-0.53, -0.06, -1.04], [-1.35, -0.92, -0.14], [-2.49, 1.19, 0.98], [-0.14, -1.45, 0.68], [1.65, -2.03, -1.61], [3.67, -0.19, 0.05], [2.91, -0.48, -0.88]],
  "mulliken_charge": [-0.9341, 0.0420, 0.3988, 0.2096, 0.3221, 0.2922, 0.2707, 0.3862, 0.1628, 0.0582, -0.6164, -0.4025, -0.1897],
  "relative_energy_kcal_mol": 115.7,
  "charge": 0,
  "multiplicity": 1,
  "e_lumo_ev": 0.67
}



{
  "formula": "C2H7N3S",
  "method": "ωB97M-V/def2-TZVPD",
  "symbols": ["C", "C", "H", "H", "H", "H", "H", "H", "H", "N", "N", "N", "S"],
  "positions_angstrom": [[-0.3928, 1.3667, 0.0635], [0.3417, -1.0386, -0.0217], [0.0506, 1.6084, 1.0918], [0.2191, 2.1718, -0.5047], [-1.3361, 1.7478, -0.1067], [-1.9340, -1.2653, -0.8032], [-2.2444, -0.9042, 0.6707], [-0.2195, -1.9274, 0.2502], [3.9528, -0.2928, -0.6338], [-0.5429, -0.0480, 0.0339], [-1.9515, -0.4755, -0.1918], [1.6182, -1.0936, 0.2177], [2.4387, 0.1506, -0.0659]],
  "forces_ev_per_a": [[2.87, 2.65, 2.22], [0.63, -2.11, 2.86], [-1.21, -0.06, -0.89], [-0.13, -2.61, -0.56], [-2.17, 0.80, 0.48], [0.19, -0.28, -0.95], [-0.18, 0.19, 0.71], [0.35, -0.72, -0.58], [-3.30, 0.37, 1.30], [-1.87, 0.07, -2.45], [1.44, 0.91, 0.43], [-3.59, -4.27, -0.65], [6.97, 5.02, -1.94]],
  "mulliken_charge": [-0.8348, 0.0692, 0.3265, 0.2788, 0.3421, 0.2879, 0.2699, 0.3158, 0.1014, 0.1485, -0.7209, -0.3469, -0.2374],
  "relative_energy_kcal_mol": 106.1,
  "charge": 0,
  "multiplicity": 1,
  "e_lumo_ev": 0.52
}



{
  "formula": "C2H7N3S",
  "method": "ωB97M-V/def2-TZVPD",
  "symbols": ["C", "N", "C", "S", "N", "N", "H", "H", "H", "H", "H", "H", "H"],
  "positions_angstrom": [[1.5657, 1.2028, 0.0162], [0.3188, 0.3474, -0.5765], [0.1979, -0.9430, -0.2583], [1.6387, -1.7971, -0.1015], [-1.0415, -1.2739, -0.0285], [-2.1786, -0.4794, -0.1099], [1.8756, 0.9583, 1.1092], [1.1643, 2.2353, 0.1112], [2.5806, 1.1937, -0.5059], [-0.4165, 0.8670, 0.2821], [-1.1243, -2.3320, -0.0550], [-2.0708, 0.3227, -0.7787], [-2.5100, -0.3018, 0.8955]],
  "forces_ev_per_a": [[0.53, -0.50, 0.72], [-0.17, 7.01, 4.94], [3.20, 0.29, 0.50], [-0.96, -1.00, -0.18], [-1.13, -4.44, -0.05], [-0.61, 0.39, 1.12], [-1.01, -0.37, -1.77], [0.31, -0.62, -0.65], [-1.91, -0.26, 0.00], [1.96, -1.66, -3.75], [-0.65, 1.88, 0.15], [-0.18, -1.11, 1.34], [0.60, 0.39, -2.37]],
  "mulliken_charge": [-0.8012, -0.4757, 0.2300, -0.3988, 0.0804, -0.7199, 0.3015, 0.3250, 0.2855, 0.3440, 0.2280, 0.3344, 0.2668],
  "relative_energy_kcal_mol": 68.7,
  "charge": 0,
  "smiles": "CNC(=S)NN",
  "multiplicity": 1,
  "e_lumo_ev": 0.45
}



{
  "formula": "C2H7N3S",
  "method": "ωB97M-V/def2-TZVPD",
  "symbols": ["H", "N", "C", "N", "N", "C", "S", "H", "H", "H", "H", "H", "H"],
  "positions_angstrom": [[1.6768, 1.1713, 0.4689], [1.8938, 0.2205, 0.1525], [0.8067, -0.4401, -0.0773], [0.9457, -1.7870, -0.3618], [-0.4992, -0.0044, -0.2867], [-0.7056, 1.4863, -0.2621], [-1.9548, -0.8477, -0.0446], [1.8630, -2.0354, -0.0250], [0.2138, -2.4308, -0.1751], [-0.7562, 1.8290, 0.7853], [0.0858, 1.9810, -0.8144], [-1.6598, 1.8396, -0.6547], [-1.9099, -0.9823, 1.2952]],
  "forces_ev_per_a": [[0.19, -0.28, -0.43], [-1.53, 0.42, 0.54], [0.29, -1.13, -0.75], [1.27, 0.55, 0.19], [-1.00, 2.95, -0.03], [0.06, -0.48, 0.93], [0.78, -0.55, -0.02], [-0.06, -0.60, -0.10], [-0.58, -0.24, 0.12], [0.47, 0.05, -0.20], [0.18, 0.00, 0.08], [0.02, -0.78, -0.42], [-0.10, 0.09, 0.10]],
  "mulliken_charge": [0.2515, -0.7124, 0.5098, -0.4500, -0.0645, -1.0458, -0.1927, 0.2930, 0.2259, 0.3716, 0.4148, 0.2602, 0.1385],
  "relative_energy_kcal_mol": 12.4,
  "charge": 0,
  "smiles": "[H]/N=C(/N)N(C)S",
  "multiplicity": 1,
  "e_lumo_ev": 0.59
}



{
  "formula": "C2H7N3S2",
  "method": "ωB97M-V/def2-TZVPD",
  "symbols": ["C", "C", "N", "N", "N", "S", "S", "H", "H", "H", "H", "H", "H", "H"],
  "positions_angstrom": [[0.9079, 0.4638, -0.3048], [-0.3617, -0.7052, 1.0335], [0.9642, -0.1324, -1.4159], [1.3891, 1.6114, 0.0114], [-1.6915, -0.4116, 0.4840], [0.2989, -2.2626, 0.5182], [0.2747, -1.7620, -1.5371], [-0.0958, -0.4344, 2.1187], [1.1889, 0.2121, -2.3254], [1.6886, 2.0217, 0.8671], [1.8734, 2.2472, -0.5823], [-2.5729, -0.6427, 1.0382], [-1.9681, -0.7609, -0.4198], [-1.8957, 0.5556, 0.5141]],
  "forces_ev_per_a": [[-1.67, -0.14, 3.32], [3.14, 0.40, -1.38], [-1.06, -2.41, -0.24], [0.65, 1.59, 0.23], [-2.60, 0.30, 2.09], [0.17, 0.52, -0.84], [-0.46, -0.62, 0.62], [-0.97, -0.17, -1.72], [0.76, 0.64, -0.64], [-0.90, -0.75, 1.92], [0.34, -0.06, -2.02], [1.43, -0.94, 0.34], [0.82, -0.53, -1.12], [0.34, 2.16, -0.58]],
  "mulliken_charge": [0.5134, -0.4865, -0.1959, -0.2924, -0.2236, 0.1650, 0.0893, 0.4353, 0.3179, 0.2731, 0.2555, 0.3971, 0.3844, 0.3675],
  "relative_energy_kcal_mol": 62.7,
  "charge": 2,
  "multiplicity": 1,
  "e_lumo_ev": -9.57
}



{
  "formula": "C2H7N4",
  "method": "ωB97M-V/def2-TZVPD",
  "symbols": ["C", "C", "N", "N", "N", "N", "H", "H", "H", "H", "H", "H", "H"],
  "positions_angstrom": [[-1.2720, 0.4026, -0.7622], [-0.8348, -0.4063, 0.1761], [1.2943, 1.6449, 1.3983], [1.7507, 1.5289, 0.0569], [1.0762, 0.5250, 0.9679], [0.1480, -1.4571, 0.0614], [-2.2371, 1.0018, -0.6993], [-1.0153, 0.2331, -1.8061], [1.0712, 1.8724, -0.6256], [-1.4008, -0.3146, 1.0565], [-0.2741, -2.4238, 0.0858], [0.9031, -1.2600, 0.8132], [0.7908, -1.3469, -0.7226]],
  "forces_ev_per_a": [[-1.67, -0.40, -2.23], [-1.66, 0.72, -0.55], [-0.98, -1.19, 0.16], [1.37, -0.61, -1.18], [1.64, 3.01, 1.51], [1.18, -1.16, 0.91], [1.71, -0.57, 0.63], [0.59, 0.38, 0.02], [-0.71, 0.31, 0.42], [0.13, -0.65, 1.66], [0.68, 1.14, -0.01], [-1.67, -0.83, -0.46], [-0.60, -0.14, -0.88]],
  "mulliken_charge": [-0.8608, 0.0615, -0.2480, -0.2548, 0.1606, -0.2595, 0.2669, 0.3138, 0.2581, 0.3911, 0.3480, 0.4450, 0.3781],
  "relative_energy_kcal_mol": 158.0,
  "charge": 1,
  "multiplicity": 1,
  "e_lumo_ev": -4.73
}



{
  "formula": "C2H7N4",
  "method": "ωB97M-V/def2-TZVPD",
  "symbols": ["C", "C", "N", "N", "N", "N", "H", "H", "H", "H", "H", "H", "H"],
  "positions_angstrom": [[0.1581, 1.4114, 0.0714], [0.6323, -1.1423, -0.5682], [-1.2247, 1.1628, 0.1026], [-1.8907, 0.1505, 0.2768], [-1.5301, -1.0223, 0.3373], [1.0468, 0.1045, 0.1117], [0.5618, 1.9786, -0.8647], [0.3141, 2.0121, 0.9912], [0.9768, -2.0259, -0.2573], [0.1141, -1.0454, -1.5387], [-2.1364, -1.8027, 0.3447], [1.9695, 0.4705, -0.1526], [1.0083, -0.2518, 1.1456]],
  "forces_ev_per_a": [[0.73, 0.20, -0.77], [-0.87, 4.25, -3.61], [-2.22, 0.07, -0.43], [1.83, 1.32, -0.87], [0.66, -0.60, 0.80], [-1.12, -1.31, 2.89], [-1.29, -0.94, 1.56], [0.87, -0.44, -0.55], [1.37, -2.93, 1.61], [0.61, 0.10, 0.78], [-1.51, -0.44, 0.25], [0.11, -0.56, 0.30], [0.83, 1.27, -1.96]],
  "mulliken_charge": [-0.3066, -0.6989, -0.2604, 0.3034, -0.3230, -0.2252, 0.3223, 0.3462, 0.4795, 0.3417, 0.2259, 0.3488, 0.4463],
  "s2": 2.008,
  "relative_energy_kcal_mol": 79.1,
  "charge": 1,
  "multiplicity": 3,
  "e_lumo_ev": [-3.71, -6.50]
}



{
  "formula": "C2H7N4O",
  "method": "ωB97M-V/def2-TZVPD",
  "symbols": ["N", "C", "O", "N", "N", "C", "N", "H", "H", "H", "H", "H", "H", "H"],
  "positions_angstrom": [[2.7690, -0.7363, 0.0356], [1.9685, 0.3342, 0.0112], [2.2338, 1.4810, 0.0249], [0.5269, -0.0750, -0.0347], [-0.3439, 1.0098, -0.0235], [-1.6573, 0.9716, 0.0099], [-2.3037, -0.1567, -0.1839], [2.8066, -1.5057, -0.5678], [3.7388, -0.5668, 0.1728], [0.0378, -0.9168, 0.1393], [0.3629, 1.7323, -0.0517], [-2.1119, 1.8407, 0.1889], [-3.1546, -0.3358, 0.3499], [-1.8887, -0.9574, -0.6657]],
  "forces_ev_per_a": [[1.30, 0.07, 0.95], [-2.56, -2.84, -0.65], [-0.02, 1.91, 0.36], [0.09, 1.15, -0.81], [0.68, -1.02, 0.03], [4.27, -2.46, -0.83], [-0.88, -1.37, 0.35], [-1.52, -1.28, -1.10], [0.74, 1.05, 0.56], [0.61, -1.23, 0.48], [-0.68, 2.07, 0.17], [-1.98, 3.27, 0.74], [0.14, 0.17, -0.66], [-0.18, 0.50, 0.43]],
  "mulliken_charge": [-0.3946, 0.4933, -0.4960, -0.2286, 0.0810, 0.1181, -0.3961, 0.2438, 0.2705, 0.1950, 0.1461, 0.4599, 0.2506, 0.2570],
  "relative_energy_kcal_mol": 32.5,
  "charge": 1,
  "smiles": "NC(=O)NNC=[NH2+]",
  "multiplicity": 1,
  "e_lumo_ev": -3.73
}



Question: What is the multiplicity in the twelfth record?
Answer: 1



Repeat the sixth record exactly.
{
  "formula": "C2H7N3S",
  "method": "ωB97M-V/def2-TZVPD",
  "symbols": ["C", "C", "H", "H", "H", "H", "H", "H", "H", "N", "N", "N", "S"],
  "positions_angstrom": [[-0.3928, 1.3667, 0.0635], [0.3417, -1.0386, -0.0217], [0.0506, 1.6084, 1.0918], [0.2191, 2.1718, -0.5047], [-1.3361, 1.7478, -0.1067], [-1.9340, -1.2653, -0.8032], [-2.2444, -0.9042, 0.6707], [-0.2195, -1.9274, 0.2502], [3.9528, -0.2928, -0.6338], [-0.5429, -0.0480, 0.0339], [-1.9515, -0.4755, -0.1918], [1.6182, -1.0936, 0.2177], [2.4387, 0.1506, -0.0659]],
  "forces_ev_per_a": [[2.87, 2.65, 2.22], [0.63, -2.11, 2.86], [-1.21, -0.06, -0.89], [-0.13, -2.61, -0.56], [-2.17, 0.80, 0.48], [0.19, -0.28, -0.95], [-0.18, 0.19, 0.71], [0.35, -0.72, -0.58], [-3.30, 0.37, 1.30], [-1.87, 0.07, -2.45], [1.44, 0.91, 0.43], [-3.59, -4.27, -0.65], [6.97, 5.02, -1.94]],
  "mulliken_charge": [-0.8348, 0.0692, 0.3265, 0.2788, 0.3421, 0.2879, 0.2699, 0.3158, 0.1014, 0.1485, -0.7209, -0.3469, -0.2374],
  "relative_energy_kcal_mol": 106.1,
  "charge": 0,
  "multiplicity": 1,
  "e_lumo_ev": 0.52
}



Question: Among the records above, which one has the highest charge?
Answer: C2H7N3S2